{"formula": "C5H9Cl2O2P", "method": "ωB97M-V with the def2-TZVPD basis set", "smiles": "C/C=C(/OCC)OP(Cl)Cl", "spin_multiplicity": 1, "gap_ha": 0.2875, "relative_energy_kj_mol": 120.5, "e_tot_ev": -43758.22404, "elements": ["H", "O", "C", "C", "H", "Cl", "Cl", "H", "P", "C", "C", "H", "H", "H", "H", "O", "C", "H", "H"], "coordinates": [[2.040, -0.645, 0.004], [-0.042, -0.802, 0.201], [-0.328, 0.573, 0.156], [0.720, 1.429, -0.097], [0.464, -2.488, -0.822], [-3.465, -1.275, -1.010], [-4.381, 1.346, 0.652], [0.610, 3.531, 0.261], [-3.243, -0.350, 0.734], [1.210, -1.246, 0.486], [1.231, -2.692, -0.058], [1.098, 3.145, -1.289], [-0.706, 2.850, -0.760], [2.163, -3.217, -0.497], [0.757, -3.358, 0.727], [-1.665, 0.686, 0.367], [0.387, 2.818, -0.557], [1.664, 0.982, -0.133], [1.486, -1.286, 1.634]]}


{"formula": "C19H40Cl12N3", "method": "ωB97M-V with the def2-TZVPD basis set", "spin_multiplicity": 1, "charge": 1, "gap_ha": 0.3294, "relative_energy_kj_mol": 0.0, "e_tot_ev": -175086.63244, "elements": ["H", "N", "Cl", "H", "C", "C", "C", "H", "C", "H", "H", "Cl", "H", "H", "H", "C", "H", "C", "N", "Cl", "Cl", "H", "H", "Cl", "H", "H", "H", "Cl", "H", "Cl", "C", "N", "H", "H", "C", "H", "C", "C", "H", "H", "H", "H", "H", "H", "H", "C", "H", "H", "C", "H", "C", "H", "Cl", "H", "H", "C", "C", "H", "H", "H", "C", "H", "H", "Cl", "H", "C", "H", "H", "Cl", "C", "Cl", "H", "C", "Cl"], "coordinates": [[3.197, 8.787, 0.297], [2.874, 6.074, 3.071], [-5.646, 0.434, 2.805], [-0.650, 0.395, -1.227], [0.709, -5.482, -2.397], [-1.315, -3.641, 1.700], [1.807, -4.477, -2.172], [3.680, -5.247, -6.869], [-7.843, -1.156, 3.222], [1.654, 4.708, 1.422], [0.992, -6.437, -1.958], [-1.218, 2.079, 0.323], [-3.244, -4.470, 2.071], [1.540, -0.313, -0.183], [3.954, -6.912, 1.872], [-2.801, -3.680, 1.467], [-0.880, -4.622, 1.512], [2.662, 6.959, 2.109], [2.144, 6.718, 0.885], [1.868, 1.847, -1.055], [-0.808, -4.984, -1.612], [0.512, -5.634, -3.455], [-0.539, 5.607, 1.983], [3.192, -6.654, -5.055], [-2.854, 6.435, 0.434], [0.128, 5.999, -0.896], [-1.577, 4.658, 0.893], [2.472, -5.425, 0.814], [1.507, -5.087, -7.935], [0.364, -6.863, -6.915], [2.969, -6.058, -6.721], [2.955, 8.296, 2.255], [2.337, -6.980, 2.583], [-0.809, -0.248, 0.416], [2.402, 8.947, 1.024], [-1.825, 7.443, 1.478], [1.620, 5.370, 0.559], [2.889, -6.949, 1.648], [2.916, 6.373, 4.029], [0.811, 8.064, -0.262], [3.222, -6.868, -7.399], [0.579, 8.049, 1.486], [1.324, 0.934, 1.051], [-8.837, -1.428, 2.871], [3.055, -8.060, -0.191], [-7.195, -0.233, 2.222], [2.304, 4.935, -0.170], [-7.934, -0.682, 4.196], [1.569, -5.551, -6.953], [0.134, 4.329, -0.452], [-1.837, 6.742, 0.643], [-7.005, -0.734, 1.277], [1.510, -2.938, -3.036], [-1.446, 7.304, -0.204], [-1.076, -3.342, 2.717], [-0.400, 0.571, -0.184], [2.589, -8.147, 0.787], [-7.853, 0.615, 2.041], [1.286, -4.817, -6.202], [2.103, 9.978, 1.140], [1.087, 0.654, 0.028], [3.100, 5.113, 2.893], [1.924, -4.252, -1.114], [-6.939, -2.675, 3.441], [2.961, -9.048, 1.271], [-0.929, 5.522, 0.970], [2.563, 8.646, 3.127], [2.748, -4.874, -2.550], [-0.515, -2.494, 0.592], [1.316, 7.930, 0.684], [0.837, -8.365, 0.539], [-3.035, -3.869, 0.423], [0.229, 5.334, -0.041], [-3.586, -2.150, 1.938]]}


{"formula": "C66H148N3O3P3", "method": "ωB97M-V with the def2-TZVPD basis set", "spin_multiplicity": 2, "charge": 5, "gap_ha": [0.2642, 0.1159], "e_tot_ev": -109268.68013, "elements": ["H", "H", "H", "H", "H", "H", "C", "H", "H", "H", "C", "P", "H", "H", "H", "C", "H", "P", "H", "H", "H", "H", "H", "H", "H", "H", "H", "H", "C", "C", "H", "H", "C", "O", "H", "C", "H", "H", "C", "H", "C", "C", "N", "H", "H", "C", "H", "H", "C", "C", "C", "H", "H", "H", "H", "C", "H", "C", "C", "H", "O", "H", "H", "H", "H", "C", "H", "H", "C", "C", "H", "O", "H", "H", "H", "C", "H", "C", "H", "H", "C", "H", "H", "C", "H", "H", "H", "H", "H", "H", "C", "C", "H", "H", "H", "H", "H", "C", "H", "H", "H", "H", "H", "H", "H", "C", "H", "C", "H", "H", "H", "H", "H", "C", "C", "H", "H", "H", "C", "H", "C", "H", "C", "C", "H", "H", "C", "H", "C", "C", "H", "C", "C", "C", "H", "H", "C", "H", "C", "H", "C", "H", "H", "C", "H", "H", "C", "H", "C", "H", "C", "H", "H", "C", "H", "H", "C", "N", "H", "H", "H", "C", "C", "H", "C", "H", "H", "H", "H", "H", "C", "H", "H", "H", "H", "C", "H", "H", "H", "H", "C", "C", "H", "H", "C", "C", "H", "H", "H", "C", "C", "C", "H", "H", "H", "P", "H", "H", "C", "H", "H", "H", "H", "H", "H", "H", "H", "H", "N", "H", "H", "C", "H", "C", "H", "H", "H", "H", "H", "H", "C", "H", "H"], "coordinates": [[4.898, 3.983, 9.485], [-2.689, -4.333, -3.314], [0.059, -1.975, -3.291], [0.509, 4.966, 4.806], [3.590, 2.823, -4.522], [-8.243, -7.002, -4.741], [-3.550, -0.965, 5.809], [1.974, 2.449, -5.125], [0.152, -5.059, 4.898], [-5.456, 4.131, 3.288], [0.830, 5.481, -2.030], [-4.494, -4.401, -5.521], [5.352, 0.269, 4.351], [-0.804, -5.256, -8.621], [3.357, 6.668, -3.193], [-3.764, 4.485, 2.080], [5.541, 2.755, 5.880], [3.420, 2.304, 5.221], [-2.081, 2.557, -3.234], [-4.229, 2.703, 3.483], [4.357, 3.737, -1.371], [-0.578, 1.322, -1.653], [3.942, 4.266, 7.592], [-2.450, 2.798, 1.728], [2.665, -4.803, -0.540], [3.435, 1.853, 0.997], [-4.445, -1.366, 6.284], [7.307, 4.212, 9.151], [-3.270, 0.868, -2.652], [-2.849, -4.971, -6.227], [-2.873, -3.049, 5.667], [3.369, 0.510, -2.957], [-1.681, -3.920, -5.999], [-0.966, 0.675, 2.160], [-3.129, 0.989, 5.120], [-1.821, 4.473, 0.336], [1.699, 3.717, 6.135], [2.444, 7.706, -4.253], [3.026, 2.171, -5.189], [-1.308, 5.233, 0.925], [3.394, 0.582, 4.660], [1.651, 2.660, 5.873], [-0.031, 0.063, 1.635], [-4.426, 1.962, -4.055], [1.759, -4.110, -3.091], [-1.159, -1.821, 4.868], [1.666, 0.471, -3.322], [-7.253, -7.372, -3.396], [-0.485, 4.608, 4.536], [2.457, -2.837, -0.011], [3.487, 2.102, -0.063], [1.397, -4.572, 6.931], [0.817, -4.770, -8.354], [6.460, 4.724, 7.621], [1.722, -3.329, 3.617], [6.333, 5.527, 4.044], [-0.453, -3.562, -8.652], [0.581, 2.346, 4.939], [4.314, 3.365, -0.347], [-5.058, -7.262, -6.525], [-0.128, -0.454, 0.469], [4.868, 3.101, 3.636], [5.317, 3.067, -0.040], [6.498, -1.843, 3.206], [-2.959, -5.435, -7.207], [-0.294, -4.407, -6.567], [2.146, 7.777, -2.481], [-0.999, -1.028, 4.138], [-0.700, 3.161, 5.005], [-2.731, -2.133, 5.094], [-3.329, -2.492, 4.257], [1.057, 0.076, 2.161], [5.487, -2.744, 1.967], [4.010, 4.131, 0.366], [3.387, 2.431, -6.184], [-6.485, -8.157, -5.268], [3.312, -3.164, 0.580], [1.066, 3.096, 0.153], [-1.527, -3.832, -4.923], [-3.814, -1.710, -6.817], [-4.711, 3.458, 2.862], [-2.554, -2.009, -2.401], [-8.300, -8.626, -4.095], [-4.356, 0.954, -3.645], [-5.269, 0.543, -3.216], [-1.040, -2.741, 2.418], [-5.271, 2.854, 2.148], [-6.084, -5.540, -4.196], [0.573, 6.240, -1.290], [2.294, -0.792, -0.672], [4.451, -1.299, 3.149], [-5.213, -1.413, -8.311], [4.197, 5.112, 5.418], [4.264, 0.603, -4.931], [-1.240, 5.278, 4.946], [0.376, 6.611, -3.749], [0.356, 1.292, 5.103], [0.612, -1.749, -2.379], [3.831, -1.585, -1.089], [-1.374, 2.652, 4.317], [7.400, 3.309, 7.741], [-2.025, -2.987, -6.446], [-1.876, -4.040, 3.230], [-4.082, 0.297, -4.471], [-1.146, 4.865, -2.566], [0.876, -3.729, 6.477], [-2.370, 5.060, -0.400], [-3.810, 0.176, 4.870], [-2.360, -2.371, 0.210], [2.476, 0.516, 4.076], [4.678, 0.900, 2.960], [2.023, -1.902, 6.043], [6.490, 5.884, 5.061], [1.993, -4.020, -0.892], [-5.260, -5.843, -4.842], [4.665, 6.700, 3.640], [1.700, 1.300, -0.875], [-3.495, -0.634, -9.450], [1.144, -2.662, 4.256], [2.138, -1.866, -4.395], [5.375, 3.297, 8.785], [0.012, 3.717, -3.023], [4.296, 3.242, 7.704], [-0.204, -4.228, 5.506], [-4.804, 0.623, 4.899], [1.168, -1.644, 3.869], [4.691, 2.409, 6.469], [0.530, -0.697, -2.108], [2.080, 2.304, -0.692], [4.962, 5.670, 3.442], [-2.551, -5.833, -5.631], [-5.363, -3.312, -6.680], [-2.532, 2.196, -2.310], [-4.379, -0.279, -8.920], [1.656, 5.355, -4.006], [-3.626, 0.457, -1.707], [-3.551, -3.762, -2.968], [-1.614, -3.553, -0.745], [-5.815, -6.890, -5.834], [-3.434, 0.117, 3.848], [2.343, -3.585, -2.334], [-3.579, 3.130, 0.465], [2.106, 2.745, -1.688], [3.178, 0.700, -4.917], [3.985, 1.216, -0.459], [-3.313, -3.824, -0.088], [5.752, -1.785, 2.413], [7.016, 6.276, 3.643], [2.752, -1.720, -1.016], [2.951, 5.344, 4.224], [3.953, 4.940, 4.370], [3.394, 2.826, 8.153], [3.575, -1.405, 2.509], [-0.888, -3.611, 3.057], [5.412, 2.361, 9.341], [-3.210, 2.912, -1.844], [1.239, 6.097, -3.326], [2.124, -2.084, -2.394], [-5.712, -8.771, -4.805], [-6.577, -6.416, -6.454], [-3.876, -2.929, -8.183], [2.380, 7.132, -3.328], [-0.211, -4.486, -8.128], [1.706, 5.062, -1.533], [-3.244, -2.658, -1.862], [0.962, 2.419, 3.920], [4.832, 1.415, 6.894], [1.490, 4.057, 0.445], [-0.393, 4.690, 3.453], [-4.244, -4.505, -2.573], [-4.431, -2.365, -7.433], [6.731, 4.513, 4.091], [-0.617, -1.320, 5.670], [3.174, 3.388, 3.152], [-1.666, 1.444, -0.371], [4.478, 0.137, 3.713], [1.434, 2.203, 6.839], [0.928, -4.076, -0.667], [1.560, -2.651, 0.581], [-0.163, -5.412, -6.167], [2.633, 0.072, -3.630], [-1.370, 1.970, -1.278], [0.037, -2.215, -1.579], [0.444, -3.099, 7.255], [-4.241, -3.158, -4.185], [3.884, 3.423, 3.978], [-4.046, 0.411, -8.144], [-6.124, -2.814, -6.079], [2.827, 0.144, -5.787], [-0.225, 4.403, -2.210], [-2.597, -3.133, -0.533], [2.739, -1.457, -3.583], [-3.137, 5.022, 2.792], [-3.783, -2.276, -4.633], [-5.165, -2.725, -3.801], [-0.533, 3.476, -0.685], [-2.611, 0.081, -3.020], [-1.214, -4.490, 5.819], [6.687, 3.908, 8.308], [-4.430, 5.138, 1.515], [-3.105, -0.534, 6.705], [-5.910, -1.906, -8.988], [-4.887, 0.415, -9.589], [0.874, 2.589, 1.099], [4.462, -2.026, 3.961], [-0.134, -4.223, 2.561], [3.443, -0.130, 5.484], [-4.551, -6.331, -4.173], [-0.347, -3.096, 4.391], [0.530, -3.854, -6.116], [6.115, -1.153, 1.603], [1.798, -2.885, 5.629], [3.761, -1.831, -3.648], [-2.861, 3.610, 1.129], [3.367, -3.758, -2.665], [-6.834, -8.770, -6.099], [4.823, 5.551, 2.368], [2.800, -3.289, 5.478], [-4.139, -2.139, -1.519], [-5.807, -3.879, -7.499], [-7.627, -7.800, -4.326], [-1.139, 3.153, 6.003], [-5.931, -1.000, -7.602]]}


{"formula": "C3H8B2BrCuO2", "method": "ωB97M-V with the def2-TZVPD basis set", "spin_multiplicity": 1, "gap_ha": 0.1261, "e_tot_ev": -123366.28627, "elements": ["C", "C", "Cu", "H", "H", "B", "C", "O", "O", "B", "Br", "H", "H", "H", "H", "H", "H"], "coordinates": [[1.119, 1.964, -0.714], [-1.871, -1.689, 1.010], [4.708, 0.842, 1.753], [0.494, -1.080, 2.078], [0.498, 0.920, -2.592], [-0.704, -0.577, 0.616], [0.668, 0.632, -1.479], [0.317, -0.226, 1.597], [0.352, 2.951, -0.536], [-0.789, 0.025, -0.945], [3.000, 2.252, 0.025], [-2.705, -1.067, 1.533], [-1.478, -2.522, 1.694], [-1.000, -0.937, -1.638], [-1.666, 0.841, -1.055], [1.437, -0.229, -1.397], [-2.379, -2.099, 0.050]]}


{"formula": "C4H4CoO2", "method": "ωB97M-V with the def2-TZVPD basis set", "spin_multiplicity": 6, "charge": 4, "gap_ha": [0.1573, 0.3137], "relative_energy_kj_mol": 181.0, "e_tot_ev": -45867.68978, "elements": ["H", "C", "O", "H", "Co", "C", "H", "H", "O", "C", "C"], "coordinates": [[0.204, 2.036, -0.233], [-0.732, 2.154, 1.724], [-2.365, 1.043, 3.212], [1.595, -0.206, 3.465], [-3.851, 0.394, 3.951], [-1.603, 1.543, 2.478], [-0.152, 0.439, 0.471], [-0.703, 3.242, 1.847], [2.515, 1.158, 1.645], [1.520, 1.376, 1.185], [0.149, 1.472, 0.715]]}